(1)
The following is a DFT calculation (the ωB97M-V functional and the def2-TZVPD basis) of a molecular structure, C45H59BrClIrN2O5P2S6Si at a distorted geometry.

XYZ file:
```
123
Properties=species:S:1:pos:R:3:forces:R:3:lowdin_spin:R:1
Ir 0.41055 0.47540 0.77073 0.499 -1.379 1.363 0.02
O 3.36945 0.77277 3.93306 -0.219 -0.963 -0.346 0.00
Cl 2.75018 0.75899 2.65346 -0.047 1.351 -0.100 0.00
O 3.68441 0.94230 1.58932 -0.169 -0.082 0.316 0.00
O 1.97019 -0.50347 2.36458 0.186 0.799 -0.631 0.00
O 1.70562 1.78265 2.63072 0.529 0.116 0.243 0.00
C -5.23321 -3.75084 3.85101 0.086 0.047 -0.006 0.00
S -5.56455 -2.02589 4.26945 -0.091 -0.001 -0.026 0.00
C -5.70208 -1.29270 2.60789 0.080 -0.006 0.112 0.00
C -4.48410 -0.46350 2.21310 0.011 -0.064 -0.012 0.00
C -3.23175 -1.32463 2.15370 0.090 0.147 -0.022 0.00
N -2.04598 -0.60406 1.64659 -0.500 -0.588 0.239 0.00
P -1.04932 0.46692 2.51580 -0.554 0.475 -0.404 0.00
C -0.94078 -0.25467 4.16995 0.445 0.142 0.091 0.00
C -2.08049 -0.09630 4.96603 -0.011 -0.038 -0.031 0.00
C -2.16141 -0.72241 6.19714 -0.049 0.006 0.018 0.00
C -1.10328 -1.49220 6.65756 -0.008 -0.008 0.036 0.00
C 0.03974 -1.63215 5.88700 -0.038 0.020 -0.048 0.00
C 0.12632 -1.01831 4.64554 -0.196 0.003 0.082 0.00
C -1.88318 2.03819 2.76193 0.035 0.094 0.008 0.00
C -1.54573 2.81475 3.87092 -0.089 -0.023 0.038 0.00
C -2.13346 4.05816 4.05023 -0.055 -0.072 0.008 0.00
C -3.04437 4.53253 3.11743 -0.009 0.004 0.003 0.00
C -3.35954 3.77321 1.99636 0.018 0.015 -0.013 0.00
C -2.77436 2.53141 1.80941 -0.029 0.011 0.040 0.00
P -0.91276 -1.31741 0.60951 -0.305 -0.125 0.300 0.01
C -0.44220 -2.94116 1.22935 0.112 -0.127 -0.031 0.00
C 0.76869 -3.16399 1.88071 -0.054 -0.048 -0.064 0.00
C 1.04778 -4.40921 2.42733 -0.006 0.001 -0.040 0.00
C 0.12501 -5.43654 2.32214 -0.003 -0.019 0.007 0.00
C -1.06823 -5.23481 1.63903 -0.018 -0.016 -0.021 0.00
C -1.34739 -4.00029 1.08076 0.002 0.047 0.092 0.00
C -1.73863 -1.69483 -0.93047 0.229 0.089 -0.330 0.00
C -2.91987 -1.06787 -1.31935 -0.007 -0.079 0.061 0.00
C -3.46150 -1.33248 -2.56581 -0.005 -0.003 -0.012 0.00
C -2.81708 -2.20534 -3.43226 -0.014 -0.023 -0.016 0.00
C -1.63817 -2.83068 -3.05160 -0.041 -0.016 0.058 0.00
C -1.09495 -2.57583 -1.80294 -0.124 -0.069 0.029 0.00
H -5.15297 -4.29348 4.79096 -0.003 -0.003 0.004 0.00
H -4.29520 -3.86008 3.30543 -0.008 -0.021 0.009 0.00
H -6.05382 -4.17237 3.27349 -0.003 0.001 -0.003 0.00
H -6.59648 -0.67205 2.60979 0.004 0.015 -0.046 0.00
H -5.86151 -2.10296 1.89401 -0.064 -0.003 0.005 0.00
H -4.36012 0.35405 2.92657 0.051 0.017 -0.018 0.00
H -4.65690 -0.00711 1.23417 -0.028 0.019 0.002 0.00
H -3.41727 -2.16035 1.47594 0.030 -0.011 -0.045 0.00
H -3.01615 -1.74680 3.13795 -0.008 -0.035 0.012 0.00
H -2.90828 0.51386 4.62993 -0.013 -0.019 0.016 0.00
H -3.05504 -0.60479 6.79499 -0.004 -0.004 -0.004 0.00
H -1.16944 -1.97541 7.62354 0.006 0.004 0.001 0.00
H 0.87275 -2.21781 6.25194 0.016 0.015 -0.011 0.00
H 1.02169 -1.11790 4.06532 0.094 -0.070 -0.083 0.00
H -0.83057 2.44975 4.59792 -0.004 -0.008 -0.003 0.00
H -1.87275 4.65872 4.91119 -0.006 -0.012 0.004 0.00
H -3.50654 5.50076 3.26256 0.005 0.006 -0.002 0.00
H -4.06586 4.14833 1.26643 0.001 -0.001 0.005 0.00
H -2.99905 1.94452 0.93046 -0.049 -0.004 0.033 0.00
H 1.50379 -2.38090 1.93864 0.038 0.018 0.051 0.00
H 1.99358 -4.57604 2.92531 0.001 0.016 0.004 0.00
H 0.33994 -6.40469 2.75501 0.006 -0.003 -0.008 0.00
H -1.77469 -6.04661 1.52734 -0.004 0.002 0.004 0.00
H -2.25997 -3.86599 0.51452 -0.027 -0.005 0.020 0.00
H -3.40471 -0.37080 -0.64878 0.009 0.027 -0.005 0.00
H -4.37752 -0.84368 -2.86839 -0.002 0.000 -0.001 0.00
H -3.23703 -2.39802 -4.41068 -0.005 -0.007 0.000 0.00
H -1.14062 -3.51364 -3.72768 0.004 0.003 0.003 0.00
H -0.17810 -3.06853 -1.50106 0.004 0.018 -0.013 0.00
C 3.82019 2.28994 -1.82355 0.071 -0.023 -0.074 0.01
C 4.39403 1.14057 -2.66370 0.166 0.091 -0.042 0.00
C 5.55658 0.54675 -1.85202 -0.017 0.025 -0.022 0.00
C 4.96349 1.71987 -3.97633 -0.009 0.005 0.036 0.00
Si 3.09465 -0.16602 -3.09546 -0.121 -0.122 0.165 0.00
Br 1.96598 -0.61027 -1.04824 0.275 0.021 -0.251 0.00
C 3.77567 -1.91996 -3.42636 0.041 -0.137 -0.002 0.00
C 2.66053 -2.88601 -3.86085 0.051 0.012 -0.040 0.00
C 4.46201 -2.57233 -2.20983 -0.021 0.033 -0.031 0.00
C 4.81627 -1.83552 -4.56214 -0.007 -0.029 0.042 0.00
C 1.70783 0.38597 -4.27213 -0.126 0.062 -0.126 0.00
C 0.41271 -0.42812 -4.11779 0.076 0.062 -0.044 0.00
C 2.20433 0.22734 -5.72409 -0.007 0.045 0.007 0.00
C 1.32059 1.85752 -4.05441 -0.004 -0.013 -0.027 0.00
H 4.60372 3.04267 -1.68918 -0.002 -0.009 0.014 0.00
H 3.52681 1.95077 -0.83022 0.044 -0.042 -0.002 0.00
H 2.97158 2.78515 -2.28871 0.003 -0.003 -0.018 0.00
H 6.23025 1.36301 -1.57595 0.004 -0.008 0.008 0.00
H 6.14139 -0.17556 -2.42021 0.000 -0.008 -0.005 0.00
H 5.21513 0.07948 -0.92636 -0.008 0.001 -0.001 0.00
H 5.77449 2.40999 -3.72757 -0.003 0.010 -0.004 0.00
H 4.21955 2.28061 -4.54161 -0.011 0.026 0.012 0.00
H 5.37851 0.95659 -4.63636 0.014 -0.009 0.013 0.00
H 1.85602 -2.94345 -3.12410 0.010 -0.004 0.026 0.00
H 3.08893 -3.88735 -3.96305 -0.010 0.006 -0.011 0.00
H 2.22721 -2.61893 -4.82346 -0.006 0.002 -0.011 0.00
H 3.79736 -2.66714 -1.35147 -0.024 -0.009 -0.011 0.00
H 5.35467 -2.04569 -1.88679 0.014 0.035 0.011 0.00
H 4.76597 -3.58224 -2.50066 0.018 0.010 0.005 0.00
H 4.38894 -1.48602 -5.50182 -0.010 0.013 -0.011 0.00
H 5.22601 -2.83453 -4.73718 -0.017 -0.004 -0.024 0.00
H 5.65319 -1.18495 -4.30905 0.022 -0.030 0.022 0.00
H 0.54893 -1.49067 -4.29582 0.013 -0.011 -0.023 0.00
H -0.31538 -0.05797 -4.84559 -0.011 -0.004 -0.011 0.00
H -0.03189 -0.31011 -3.13130 -0.008 0.045 0.071 0.00
H 2.33560 -0.81710 -6.00525 -0.014 -0.015 0.000 0.00
H 3.14534 0.74761 -5.91156 -0.009 0.015 0.000 0.00
H 1.45571 0.65449 -6.39748 0.000 -0.004 -0.005 0.00
H 0.97107 2.04664 -3.03811 -0.002 0.007 0.059 0.00
H 0.48978 2.09518 -4.72563 0.009 0.014 0.004 0.00
H 2.13110 2.55040 -4.27634 0.017 -0.008 0.003 0.00
C -1.85678 6.42266 -1.81398 0.013 0.005 0.028 0.02
S -0.88867 4.93364 -1.49871 -0.055 -0.019 -0.148 0.15
C -0.34712 5.19470 0.09712 0.186 -0.116 0.139 0.19
C 0.48471 4.23805 0.72305 -0.145 0.202 -0.180 0.10
S 1.13822 2.97232 -0.15347 0.060 -0.040 0.290 0.26
S 0.82827 4.59724 2.39568 0.223 -0.109 0.014 -0.02
C -0.00595 6.10559 2.50347 0.014 -0.130 -0.080 0.00
S -0.08924 7.01730 3.83934 0.005 0.085 0.119 0.15
S -0.80102 6.56343 1.02250 -0.075 0.104 -0.046 0.04
H -2.30865 6.27047 -2.79144 0.011 0.006 -0.013 0.00
H -1.22245 7.30657 -1.84346 -0.003 0.002 0.005 0.00
H -2.64707 6.54311 -1.07455 -0.012 -0.013 -0.012 0.00
O -1.88911 1.83226 -2.43082 0.001 -0.031 -0.150 0.00
C -1.40931 1.48858 -1.41112 -0.057 0.122 0.069 0.01
N -1.05139 1.17781 -0.31799 -0.293 0.311 -0.661 0.02
```
Positions in Å, forces in eV/Å.

## Properties
Total charge: +1
Expectation value of S²: 0.78
Energy above the lowest of the compared OMol25 structures with the same formula, charge and spin in kcal/mol: 21.5
HOMO level (alpha / beta) in eV: -9.9 / -10.7
Gap between HOMO and LUMO (alpha / beta) in eV: 6.814 / 6.098
2S+1: 2

(2)
The following is a DFT calculation (the ωB97M-V functional and the def2-TZVPD basis) of a molecular structure, C45H59BrN4O2S4SbTb at a distorted geometry.

XYZ file:
```
117
Properties=species:S:1:pos:R:3:forces:R:3:lowdin_spin:R:1
Tb 0.87591 0.74807 -1.11440 0.823 -0.562 1.438 6.08
C 2.76363 -3.85044 -2.51530 0.155 0.294 0.218 0.00
C 1.27338 -3.84548 -2.18826 -0.019 0.367 -0.078 0.00
S 0.34426 -2.29163 -2.43749 0.061 -0.143 -0.035 0.00
C 0.45318 -2.04012 -4.23290 0.026 0.015 0.331 0.00
C 1.78319 -1.53086 -4.78143 0.099 0.243 0.194 0.00
S 2.44609 -0.11885 -3.83381 0.267 -0.239 -0.173 0.00
C 4.22665 -0.48902 -3.74219 -0.302 0.033 0.040 0.00
C 4.65107 -1.84708 -3.17299 -0.283 -0.022 0.242 0.00
S 3.66412 -2.44661 -1.76412 0.111 -0.185 -0.187 0.00
H 2.92744 -3.84428 -3.58940 0.002 -0.041 -0.003 0.00
H 3.20548 -4.76499 -2.11949 -0.093 -0.086 -0.082 0.00
H 1.12672 -4.06814 -1.12992 0.025 -0.059 -0.040 0.00
H 0.76782 -4.61042 -2.77948 -0.023 -0.091 0.093 0.00
H -0.33813 -1.31611 -4.42897 -0.015 -0.031 -0.066 0.00
H 0.18649 -2.98126 -4.71470 -0.053 0.038 -0.075 0.00
H 1.62955 -1.18855 -5.80480 0.017 -0.065 -0.033 0.00
H 2.54582 -2.30411 -4.79784 -0.051 -0.015 0.001 0.00
H 4.59798 0.32485 -3.11770 0.084 -0.025 -0.033 0.00
H 4.63607 -0.36538 -4.74441 0.110 0.061 0.035 0.00
H 5.67563 -1.75948 -2.81344 0.047 -0.015 -0.120 0.00
H 4.64020 -2.61753 -3.94108 0.063 -0.001 -0.031 0.00
S -1.67606 0.02010 0.28869 0.003 -0.054 0.037 0.00
Sb -2.12845 -1.65099 1.82415 -0.159 -0.149 0.167 0.00
C -0.73360 -1.92706 3.40208 -0.444 0.126 -0.396 0.00
C -0.56580 -0.95172 4.37732 0.029 0.024 -0.019 0.00
C 0.30464 -1.19352 5.42953 0.011 0.068 0.014 0.00
C 1.00036 -2.39311 5.49611 0.000 -0.027 -0.018 0.00
C 0.82671 -3.35918 4.51471 0.022 -0.016 0.008 0.00
C -0.04661 -3.13256 3.46089 -0.013 -0.018 0.037 0.00
C -4.01412 -1.07105 2.61013 0.370 -0.188 -0.062 0.00
C -4.26124 -1.02436 3.97504 0.082 -0.015 0.003 0.00
C -5.52118 -0.65357 4.42833 -0.039 0.026 0.067 0.00
C -6.52690 -0.34479 3.52484 0.050 -0.011 0.027 0.00
C -6.28096 -0.41138 2.15815 -0.046 0.043 -0.020 0.00
C -5.02418 -0.77387 1.69903 0.053 -0.069 -0.105 0.00
C -2.43548 -3.58444 1.01515 0.135 0.458 0.135 0.00
C -1.49715 -4.14128 0.15602 -0.011 0.029 -0.005 0.00
C -1.65894 -5.45216 -0.26538 0.063 0.016 -0.023 0.00
C -2.75052 -6.19184 0.16945 -0.036 0.005 0.013 0.00
C -3.68854 -5.62409 1.02083 -0.013 -0.033 -0.002 0.00
C -3.53356 -4.31441 1.45165 -0.022 0.034 0.050 0.00
H -1.10331 -0.01186 4.32334 0.012 -0.075 0.064 0.00
H 0.43332 -0.44524 6.20064 0.019 -0.010 0.010 0.00
H 1.67680 -2.57871 6.31963 -0.001 0.004 0.001 0.00
H 1.36597 -4.29560 4.56899 0.008 0.003 0.019 0.00
H -0.18885 -3.89303 2.70240 -0.008 -0.014 0.016 0.00
H -3.48547 -1.28471 4.68573 -0.017 0.025 0.018 0.00
H -5.71642 -0.61202 5.49169 -0.009 -0.013 -0.006 0.00
H -7.50929 -0.07145 3.88558 0.001 0.015 -0.006 0.00
H -7.07846 -0.19715 1.45692 0.010 -0.047 -0.002 0.00
H -4.83349 -0.87705 0.63451 -0.054 0.080 -0.002 0.00
H -0.65759 -3.55188 -0.19156 -0.053 -0.024 0.032 0.00
H -0.92872 -5.89692 -0.92910 -0.020 -0.013 -0.011 0.00
H -2.87292 -7.21587 -0.15708 0.003 0.004 -0.005 0.00
H -4.53984 -6.20105 1.35638 0.005 -0.008 -0.012 0.00
H -4.26158 -3.87279 2.12261 -0.011 -0.036 -0.008 0.00
C 4.53617 -1.23196 2.10397 -0.024 0.035 -0.025 0.00
C 4.78332 -0.15508 1.26394 0.100 -0.036 0.020 0.00
C 3.77169 0.33974 0.45109 -0.385 0.139 -0.274 -0.01
C 2.47764 -0.21408 0.40606 0.401 -0.250 0.553 -0.06
C 2.27585 -1.28710 1.29031 -0.333 0.071 -0.243 0.00
C 3.26639 -1.79204 2.12186 0.003 -0.033 0.024 0.00
H 5.32209 -1.62797 2.73381 0.000 0.005 0.005 0.00
H 5.76838 0.29715 1.24125 -0.011 0.003 0.010 0.00
H 4.00944 1.19880 -0.18154 0.043 -0.027 0.012 0.00
H 1.29506 -1.76677 1.33118 0.067 -0.001 0.001 0.00
H 3.04800 -2.62803 2.77728 0.028 0.020 -0.012 0.00
C 3.93151 2.73181 3.56117 -0.135 0.046 0.021 0.00
C 2.62837 3.51944 3.45181 0.239 -0.071 0.011 0.00
N 1.78971 3.03638 2.35449 0.084 0.031 -0.086 0.00
C 0.86887 1.95338 2.67725 -0.236 0.077 -0.049 0.00
C -0.51017 2.49937 3.04601 0.149 -0.017 0.008 0.00
C 1.91584 3.48066 1.09580 0.088 -0.178 0.124 0.00
C 2.79773 4.67628 0.85220 -0.079 0.026 -0.045 0.00
N 1.27315 2.90636 0.11366 0.175 -0.387 -0.342 0.00
H 4.50807 3.07176 4.42137 0.005 -0.007 -0.004 0.00
H 4.53850 2.85996 2.66480 0.021 -0.021 0.004 0.00
H 3.73059 1.66540 3.67455 0.019 -0.005 -0.006 0.00
H 2.83190 4.58043 3.32429 -0.049 0.006 0.024 0.00
H 2.05353 3.41639 4.37250 -0.058 0.041 -0.018 0.00
H 1.28962 1.38487 3.50681 0.051 -0.056 -0.052 0.00
H 0.79827 1.27737 1.82951 0.058 -0.062 0.083 0.00
H -0.47856 3.04397 3.99059 -0.023 0.028 -0.001 0.00
H -1.23467 1.68815 3.13583 -0.003 0.097 -0.049 0.00
H -0.85579 3.19000 2.27395 -0.040 -0.015 -0.013 0.00
H 2.41062 5.55480 1.36958 0.034 -0.005 0.028 0.00
H 2.82965 4.89437 -0.21219 0.018 0.001 -0.001 0.00
H 3.81507 4.49834 1.19705 -0.002 -0.001 0.025 0.00
H 1.42497 3.42351 -0.75065 -0.074 0.149 0.148 0.00
Br -3.13091 1.38194 -4.48648 -0.017 0.014 0.226 0.00
C -1.59613 2.09975 -5.35593 0.196 -0.089 0.190 0.00
C -1.81110 2.55393 -6.64486 0.037 -0.017 -0.001 0.00
C -0.75423 3.08506 -7.36756 -0.013 0.021 -0.047 0.00
C 0.50703 3.16636 -6.80236 0.092 0.021 -0.094 0.00
C 0.71368 2.71012 -5.51469 -0.011 0.069 0.136 0.00
C -0.32932 2.17241 -4.75945 -0.176 0.002 -0.035 0.00
C 0.03221 1.71136 -3.38198 -0.428 0.307 -0.991 0.00
O 1.02572 2.24659 -2.82027 0.041 0.406 0.020 0.00
O -0.60718 0.76334 -2.82250 -0.444 0.043 -0.675 0.00
H -2.79596 2.48543 -7.08480 -0.004 0.011 0.028 0.00
H -0.92363 3.43261 -8.37773 -0.007 0.014 0.002 0.00
H 1.32697 3.58884 -7.36673 0.018 -0.034 0.004 0.00
H 1.69188 2.75238 -5.05458 -0.027 0.047 -0.052 0.00
N -4.29821 2.43308 -0.60103 0.415 -0.651 0.116 0.00
C -3.72978 3.78660 -0.35215 0.593 0.481 0.064 0.00
C -2.38824 3.98635 -1.08404 0.145 -0.359 -0.183 0.00
N -1.37628 2.94924 -0.90808 -0.777 0.317 0.057 0.00
H -5.21282 2.32852 -0.16582 -0.098 -0.043 -0.032 0.00
H -3.67884 1.67916 -0.21780 -0.090 0.319 -0.186 0.00
H -4.38046 2.26864 -1.60665 -0.057 -0.107 -0.089 0.00
H -3.59297 3.89563 0.72334 -0.095 -0.121 0.011 0.00
H -4.45490 4.52417 -0.69332 -0.045 -0.039 0.043 0.00
H -1.97622 4.92732 -0.71815 -0.071 0.069 -0.032 0.00
H -2.56719 4.11650 -2.15227 -0.044 -0.014 -0.050 0.00
H -1.57576 2.07632 -1.39038 -0.407 0.211 0.017 0.00
H -1.19935 2.78071 0.07339 0.169 -0.097 0.018 0.00
```
Positions in Å, forces in eV/Å.

## Properties
Total charge: +2
Expectation value of S²: 12.12
HOMO level (alpha / beta) in eV: -12.0 / -12.0
Gap between HOMO and LUMO (alpha / beta) in eV: 7.064 / 7.520
2S+1: 7

Q: Which value of expectation value of S² does entry 2 give?
A: 12.12